C10H10Br30 as an isolated structure, computed with the ωB97M-V functional and the def2-TZVPD basis.

Structure (XYZ):
```
50
Properties=species:S:1:pos:R:3:forces:R:3
C 4.308606 -4.352880 3.050562 -1.2 1.8 -0.2
Br 5.955644 -3.710126 2.405289 0.5 -0.1 -0.7
Br 2.745068 -3.544025 2.133569 0.4 -0.2 -0.2
Br 4.175439 -3.829669 4.863876 -0.2 -0.3 0.9
H 4.138496 -5.380444 2.891324 0.3 -1.1 0.1
C 0.938438 3.783924 3.238326 -0.6 -0.3 1.6
Br 1.233101 4.554051 1.514264 0.1 -0.4 0.4
Br 0.391265 1.897361 3.288914 0.1 0.7 -0.4
Br -0.325123 4.900816 4.292897 0.2 -0.4 -0.5
H 1.776118 3.772755 3.941180 0.2 0.3 -1.0
C -2.490084 -4.498804 -0.788646 0.1 -0.7 1.0
Br -1.266127 -4.941498 0.679251 -0.3 0.2 -0.3
Br -1.596057 -4.412726 -2.428741 0.5 0.2 -0.8
Br -3.608566 -3.016148 -0.456188 -0.2 0.8 0.2
H -3.188467 -5.303165 -0.832175 -0.1 -0.7 0.0
C 3.343887 -3.518892 -4.796431 -1.2 -0.5 0.2
Br 2.047405 -2.893709 -6.129095 0.5 0.0 0.6
Br 2.464501 -4.511007 -3.377521 -0.3 -0.1 -0.1
Br 4.452738 -2.234962 -4.008429 0.4 0.9 -0.1
H 3.943826 -4.251338 -5.273416 0.5 -0.3 -0.6
C 5.652039 2.241514 -2.809658 -1.9 2.4 -1.6
Br 5.194419 1.893492 -4.715436 0.3 0.4 0.2
Br 7.379385 2.950880 -2.643689 0.9 -0.1 0.2
Br 5.176223 0.730264 -1.904344 -0.1 -1.6 1.5
H 4.960742 3.082612 -2.513282 0.8 -1.1 -0.4
C -1.408833 -1.461631 4.970783 -0.1 0.5 0.0
Br 0.482273 -1.372347 5.035395 0.9 -0.3 -0.2
Br -2.120004 -2.130623 6.589918 -0.3 -0.3 0.7
Br -2.047261 -2.558544 3.496609 0.1 0.5 0.3
H -1.666593 -0.397336 4.970155 -0.6 -0.5 -0.8
C -0.131575 -0.401832 -0.896381 0.1 0.2 1.2
Br 0.451611 1.439755 -0.662359 -0.2 -0.4 -0.2
Br -0.486782 -1.204343 0.851857 0.4 0.0 -0.1
Br 1.156376 -1.436498 -1.860389 -0.3 0.1 -0.1
H -1.146894 -0.409169 -1.267425 0.3 0.1 -0.9
C -3.498234 -0.227384 -3.384271 -0.6 1.3 0.7
Br -3.776068 0.359756 -1.494980 0.0 0.3 -0.9
Br -1.834249 0.427705 -4.061642 -0.1 -0.2 0.1
Br -4.978199 0.266337 -4.558661 0.5 -0.3 0.6
H -3.482234 -1.271644 -3.210519 0.1 -1.0 -0.5
C -4.135229 2.272772 2.816895 0.3 -2.4 1.6
Br -4.011080 2.159165 4.785909 0.3 0.1 -0.1
Br -3.118748 0.772627 2.037948 -0.2 0.5 0.1
Br -3.645178 3.903892 2.170754 0.2 1.2 -0.7
H -5.151503 1.952933 2.753152 -0.6 0.5 -0.9
C -2.638568 6.009284 -1.822160 3.1 1.1 -1.6
Br -1.907757 6.105632 -0.060881 0.0 -0.1 0.7
Br -4.167853 7.123854 -2.035491 -0.2 -0.2 -0.1
Br -2.826930 4.146850 -2.379928 -0.1 0.7 0.1
H -1.713405 6.522512 -2.406692 -2.7 -1.5 0.8
```
Forces are in eV/Å.

total energy: -2111802.40127 eV
energy above the lowest of the compared OMol25 structures with the same formula, charge and spin: 10.0 kcal per mole
spin multiplicity: 1

Taken from the Löwdin analysis, the atomic charges in e are:
1. C -1.63
2. Br 0.61
3. Br 0.50
4. Br 0.57
5. H -0.04
6. C -1.55
7. Br 0.57
8. Br 0.52
9. Br 0.51
10. H -0.03
11. C -1.66
12. Br 0.54
13. Br 0.62
14. Br 0.60
15. H -0.05
16. C -1.63
17. Br 0.56
18. Br 0.53
19. Br 0.59
20. H -0.05
21. C -1.73
22. Br 0.50
23. Br 0.63
24. Br 0.62
25. H 0.00
26. C -1.66
27. Br 0.57
28. Br 0.60
29. Br 0.51
30. H -0.05
31. C -1.58
32. Br 0.54
33. Br 0.44
34. Br 0.55
35. H -0.12
36. C -1.53
37. Br 0.49
38. Br 0.61
39. Br 0.58
40. H -0.07
41. C -1.60
42. Br 0.53
43. Br 0.49
44. Br 0.65
45. H -0.04
46. C -1.68
47. Br 0.52
48. Br 0.59
49. Br 0.54
50. H 0.04



C10H10BrCoNO3 as an isolated structure, computed with the ωB97M-V functional and the def2-TZVPD basis.

Structure (XYZ):
```
26
Properties=species:S:1:pos:R:3:forces:R:3
C -1.765795 -1.226353 -1.908051 -0.4 -0.4 -1.6
C -2.308594 -2.290978 -1.088812 -1.7 0.6 -0.1
C -2.654490 -1.651686 0.189276 -2.2 -0.3 -0.4
H -2.529563 -3.314857 -1.359547 0.1 0.2 -0.1
C -2.266855 -0.282281 0.095290 -0.8 1.2 1.7
C -1.741626 -0.026689 -1.178650 -0.3 0.6 -0.7
H -1.448608 0.988563 -1.526545 0.1 -1.2 0.3
H -1.519619 -1.284402 -2.990770 0.1 -0.2 1.1
H -3.125310 -2.139729 1.057847 0.4 0.3 -0.6
H -2.290035 0.501869 0.882912 0.0 -1.0 -0.4
Co -0.780905 -1.730623 -0.041749 6.1 0.0 1.5
Br 1.481666 -2.319323 0.660194 -1.3 0.0 -0.4
C 2.536833 1.527008 0.506336 1.2 -1.9 0.4
C 1.558496 2.216808 -0.250474 -0.9 -0.1 -1.0
C 1.482634 1.606782 -1.529966 1.0 -0.5 -0.7
H 0.852247 2.954999 0.143838 0.5 -0.3 -0.2
C 2.464685 0.560617 -1.582413 -2.9 0.5 -0.9
C 3.026902 0.475724 -0.275511 0.5 1.0 2.5
H 3.575849 -0.382919 0.122142 0.0 0.6 -0.3
H 2.684783 1.649065 1.581358 0.0 -0.1 -0.5
H 0.810893 1.896917 -2.336488 0.3 -0.1 0.2
H 2.480500 -0.245182 -2.348141 0.3 0.9 0.5
O 0.880814 0.802472 4.015810 -0.9 -0.1 -0.5
N -0.146415 0.660553 3.306300 0.3 0.1 -0.2
O -1.057226 -0.137369 3.639308 0.4 0.4 -0.2
O -0.262765 1.328216 2.230607 0.0 -0.4 0.6
```
Forces are in eV/Å.

total energy: -125828.96425 eV
charge: -1
spin multiplicity: 5

Taken from the Löwdin analysis, the atomic charges in e are:
1. C -0.17
2. C -0.22
3. C -0.22
4. H 0.10
5. C -0.17
6. C -0.14
7. H 0.12
8. H 0.12
9. H 0.13
10. H 0.12
11. Co 0.40
12. Br 0.03
13. C -0.11
14. C -0.08
15. C -0.15
16. H 0.11
17. C -0.10
18. C -0.19
19. H 0.06
20. H 0.10
21. H 0.07
22. H 0.10
23. O -0.08
24. N -0.61
25. O -0.10
26. O -0.12



A 2-piece molecular cluster, C10H10Cl2FNO2 overall, computed with the ωB97M-V functional and the def2-TZVPD basis.

Structure (XYZ):
```
26
Properties=species:S:1:pos:R:3:forces:R:3
C 1.360326 0.163874 3.714340 0.3 0.0 0.3
C 0.182745 -0.668352 3.212260 -0.1 -0.4 -0.4
C -0.702787 0.037449 2.323922 -0.3 -0.1 -0.5
C -2.006341 -0.448064 1.932284 0.6 -0.4 0.1
C -2.880668 0.600605 1.252811 -0.4 0.1 -0.1
O -2.421057 -1.597711 2.104635 -0.1 0.8 -0.3
O 0.052232 -1.843267 3.562880 0.4 0.7 0.0
H 1.246399 1.235826 3.508069 0.0 -0.3 0.0
H 1.453567 0.023299 4.796341 0.0 0.0 -0.1
H 2.298026 -0.190712 3.264397 -0.2 0.0 0.1
H -0.488081 1.080080 2.122139 -0.1 0.0 0.2
H -2.444971 1.606111 1.295314 -0.1 -0.2 0.0
H -3.053394 0.329359 0.205515 0.0 0.0 0.2
H -3.857210 0.618699 1.748987 0.1 0.0 -0.1
Cl 2.844686 -0.629881 -0.629317 -0.3 0.1 -0.1
C 1.826145 -0.331910 -1.958820 -0.4 0.0 0.1
N 0.555802 0.080379 -1.734416 0.3 0.0 -1.0
F 0.060067 0.108653 -0.357052 0.0 -0.1 0.4
C -0.312110 0.341455 -2.739877 0.2 -0.1 0.3
Cl -1.883397 0.874317 -2.361878 0.3 -0.1 0.1
C 0.101270 0.178634 -4.055844 0.0 0.0 0.0
C 1.402114 -0.239080 -4.325613 -0.1 0.0 0.2
C 2.267346 -0.496754 -3.266081 0.0 0.0 0.0
H -0.624916 0.378064 -4.839643 0.2 0.0 0.2
H 1.736577 -0.368908 -5.360407 -0.1 0.0 0.5
H 3.287629 -0.842165 -3.414945 -0.2 0.1 0.0
```
Forces are in eV/Å.

total energy: -43873.31530 eV
energy above the lowest of the compared OMol25 structures with the same formula, charge and spin: 107.4 kcal per mole
spin multiplicity: 1

Taken from the Löwdin analysis, the atomic charges in e are:
1. C -0.05
2. C -0.51
3. C -0.05
4. C -0.52
5. C -0.06
6. O 0.01
7. O 0.02
8. H 0.06
9. H 0.07
10. H 0.07
11. H 0.06
12. H 0.06
13. H 0.03
14. H 0.08
15. Cl 0.84
16. C -0.61
17. N -0.01
18. F 0.01
19. C -0.60
20. Cl 0.85
21. C -0.05
22. C -0.01
23. C -0.05
24. H 0.12
25. H 0.13
26. H 0.12



C10H10Cl3N5PdS as an isolated structure, computed with the ωB97M-V functional and the def2-TZVPD basis.

Structure (XYZ):
```
30
Properties=species:S:1:pos:R:3:forces:R:3
Pd 0.005467 0.972562 0.428243 0.2 0.5 -0.3
C -2.400045 -2.255278 -0.939101 0.0 0.0 0.0
C -1.341309 -1.277876 -0.564170 0.0 0.0 0.0
N -1.547502 -0.093087 -0.098396 0.0 -0.2 0.0
N -2.795278 0.431592 0.130274 0.0 0.1 0.0
C -2.882736 1.708249 0.572731 0.0 0.0 -0.1
N -4.083775 2.218374 0.765345 0.0 0.0 0.0
S -1.483413 2.650685 0.859546 -0.1 -0.2 0.2
C 0.094855 -1.622657 -0.725847 -0.1 0.1 0.0
C 0.518872 -2.819161 -1.257841 0.0 0.0 0.0
C 1.886775 -3.033832 -1.430224 0.0 0.0 0.0
C 2.773518 -2.039795 -1.075737 0.0 0.0 0.0
C 2.278031 -0.859738 -0.529474 0.0 0.0 0.1
N 0.979378 -0.661595 -0.350936 -0.1 -0.2 0.1
H -3.407476 -1.850957 -0.913204 0.0 0.0 0.0
H -2.359260 -3.114546 -0.266138 0.0 0.0 0.0
H -2.224338 -2.616385 -1.952663 0.0 0.0 0.0
H -3.609256 -0.141757 -0.038235 0.0 0.0 0.0
H -4.938483 1.723680 0.558875 0.0 0.0 0.0
H -4.171217 3.158084 1.123502 0.0 0.0 0.0
H -0.191220 -3.581839 -1.542602 0.0 0.0 0.0
H 2.240764 -3.968264 -1.843803 0.0 0.0 0.0
H 3.839231 -2.160406 -1.206889 0.0 0.0 0.0
H 2.938588 -0.060187 -0.223588 0.0 0.0 0.0
Cl 3.303714 5.131084 1.549081 0.0 0.0 0.0
C 3.641174 3.443527 1.896469 -0.1 -0.1 0.0
Cl 5.060538 2.871949 1.021745 0.0 0.0 0.0
Cl 3.782130 3.145469 3.622470 0.0 0.0 0.0
C 2.490030 2.653895 1.407044 0.0 0.1 0.0
N 1.602245 2.048211 1.023522 0.0 -0.1 0.0
```
Forces are in eV/Å.

total energy: -69850.27144 eV
energy above the lowest of the compared OMol25 structures with the same formula, charge and spin: 0.0 kcal per mole
charge: +2
spin multiplicity: 1

Taken from the Löwdin analysis, the atomic charges in e are:
1. Pd 0.78
2. C 0.03
3. C -0.19
4. N -0.09
5. N 0.04
6. C -0.75
7. N 0.16
8. S 0.75
9. C -0.20
10. C 0.04
11. C 0.02
12. C 0.01
13. C -0.06
14. N -0.03
15. H 0.08
16. H 0.12
17. H 0.11
18. H 0.16
19. H 0.14
20. H 0.13
21. H 0.13
22. H 0.14
23. H 0.13
24. H 0.11
25. Cl 0.69
26. C -1.63
27. Cl 0.67
28. Cl 0.69
29. C -0.28
30. N 0.07